Density functional theory data (ωB97M-V/def2-TZVPD) for C17H23N3O3 in the gas phase at a distorted geometry.

```
46
Properties=species:S:1:pos:R:3:nbo_charge:R:1
C -0.353 -2.557 1.607 -0.637
C -0.179 -2.809 0.112 -0.215
N -0.932 -1.880 -0.689 -0.427
C -2.374 -1.893 -0.723 -0.204
C -2.761 -0.573 -1.410 -0.220
C -3.212 0.522 -0.407 -0.219
N -2.764 0.291 0.957 -0.458
C -3.848 -0.036 1.859 -0.406
C -1.931 1.351 1.505 -0.227
C -0.599 1.433 0.842 0.050
N 0.399 0.554 1.159 -0.475
C 1.416 0.902 0.423 0.486
C 2.688 0.247 0.391 0.215
C 3.116 -0.871 1.064 -0.254
C 4.440 -1.094 0.638 -0.318
C 4.718 -0.100 -0.254 0.104
O 3.669 0.715 -0.405 -0.371
O 1.171 1.977 -0.345 -0.393
C -0.118 2.316 -0.085 0.257
C -0.688 3.507 -0.767 -0.659
C -1.491 -0.204 -2.183 -0.493
C -0.368 -0.966 -1.494 0.696
O 0.822 -0.806 -1.670 -0.650
H -1.368 -2.780 1.926 0.195
H -0.133 -1.512 1.816 0.255
H 0.329 -3.192 2.167 0.205
H -0.483 -3.832 -0.144 0.183
H 0.868 -2.668 -0.168 0.235
H -2.771 -1.952 0.289 0.212
H -2.727 -2.759 -1.300 0.182
H -3.587 -0.737 -2.105 0.209
H -4.307 0.573 -0.428 0.191
H -2.843 1.488 -0.764 0.193
H -4.508 0.824 2.063 0.166
H -4.453 -0.835 1.432 0.198
H -3.434 -0.384 2.804 0.203
H -1.755 1.110 2.556 0.219
H -2.431 2.336 1.452 0.169
H 2.543 -1.443 1.763 0.234
H 5.096 -1.882 0.948 0.228
H 5.598 0.123 -0.825 0.203
H -0.058 4.377 -0.583 0.232
H -1.689 3.708 -0.396 0.226
H -0.728 3.351 -1.845 0.226
H -1.280 0.863 -2.194 0.223
H -1.538 -0.545 -3.219 0.230
```

Properties
- M: 317.4 g/mol
- Highest occupied orbital energy: -7.666 eV
- Energy relative to the best compared isomer or geometry (same formula, charge and spin): 63.9 kcal per mole
- SMILES: CCN1C[C@@H](CN(C)Cc2nc(-c3ccco3)oc2C)CC1=O
- E_tot: -28614.783 eV
- F_max: 0.022 hartree/bohr
- Orbital gap: 8.5 eV
- Lowest unoccupied orbital energy: 0.0294 hartree
- Multiplicity: 1



Density functional theory data (ωB97M-V/def2-TZVPD) for a molecular structure, C41H36FeGeN2OPS at a distorted geometry.

```
84
Properties=species:S:1:pos:R:3:mulliken_spin:R:1
Fe 0.272 0.871 1.355 3.417
O 2.650 -2.279 2.578 -0.019
N 2.128 0.845 0.991 0.409
C 3.132 1.546 0.756 0.068
C 3.187 3.046 0.599 0.007
C 4.473 3.685 0.641 0.003
C 4.669 4.964 0.151 0.003
C 3.553 5.732 -0.190 -0.001
C 2.291 5.277 0.137 0.005
C 2.064 3.913 0.501 0.002
P 0.389 3.184 0.832 0.118
C -0.212 4.314 2.051 0.011
C 0.492 4.263 3.271 0.006
C 0.107 5.049 4.357 -0.006
C -0.909 6.030 4.162 0.010
C -1.567 6.128 2.944 -0.004
C -1.225 5.266 1.883 0.013
C -0.707 3.291 -0.604 -0.044
C -0.134 3.652 -1.790 0.001
C -0.918 3.759 -2.944 0.000
C -2.248 3.422 -2.933 0.008
C -2.838 3.000 -1.722 -0.005
C -2.085 2.977 -0.583 0.007
H 2.672 -2.678 3.469 0.001
H 4.140 1.027 0.706 0.046
H 5.371 3.156 1.033 0.000
H 5.696 5.330 0.069 0.000
H 3.678 6.728 -0.627 0.000
H 1.409 5.922 0.162 0.000
H 1.406 3.650 3.359 -0.007
H 0.575 4.909 5.319 0.000
H -1.184 6.723 4.993 0.001
H -2.383 6.819 2.904 0.000
H -1.737 5.292 0.904 0.002
H 0.942 3.793 -1.770 0.001
H -0.469 3.968 -3.918 0.000
H -2.810 3.453 -3.856 0.001
H -3.877 2.693 -1.754 0.000
H -2.475 2.711 0.397 -0.004
S -1.729 0.440 2.312 0.021
C -2.543 -0.904 1.616 0.092
N -2.374 -1.300 0.325 0.129
C -3.285 -2.251 -0.349 -0.064
C -3.992 -3.134 0.654 0.415
C -4.186 -2.672 1.956 -0.051
C -3.563 -1.520 2.375 0.290
H -1.750 -0.746 -0.258 0.001
H -4.057 -1.612 -0.833 0.065
H -4.307 -4.142 0.358 -0.004
H -4.800 -3.252 2.648 0.007
H -3.829 -1.019 3.292 -0.001
C -0.136 -3.083 1.703 0.051
Ge 1.336 -1.623 1.590 -0.051
C 2.534 -2.055 -0.062 -0.044
C 2.817 -3.433 -0.067 -0.004
C 3.722 -3.970 -0.995 -0.004
C 4.225 -3.201 -2.069 0.004
C 3.797 -1.872 -2.180 -0.003
C 2.945 -1.330 -1.189 0.014
C -2.701 -3.019 -1.551 0.094
C -3.002 -2.532 -2.814 0.010
C -2.530 -3.178 -3.971 0.002
C -1.610 -4.218 -3.895 -0.002
C -1.251 -4.760 -2.595 -0.001
C -0.320 -5.847 -2.531 -0.001
C 0.047 -6.290 -1.315 0.001
C -0.667 -5.844 -0.169 0.012
C -1.700 -4.950 -0.245 0.017
C -1.889 -4.186 -1.413 -0.022
H -0.826 -2.942 0.875 -0.002
H -0.688 -3.109 2.638 -0.009
H 0.386 -4.060 1.537 0.003
H 2.443 -4.089 0.729 -0.002
H 3.886 -5.035 -0.940 0.000
H 4.838 -3.588 -2.861 0.000
H 4.235 -1.199 -2.921 0.000
H 2.619 -0.304 -1.350 -0.002
H -3.640 -1.666 -2.893 0.004
H -2.865 -2.762 -4.942 0.000
H -1.219 -4.736 -4.772 0.000
H 0.016 -6.219 -3.513 0.000
H 0.798 -7.052 -1.160 0.000
H -0.370 -6.288 0.777 0.000
H -2.336 -4.878 0.633 -0.015
```

Properties
- M: 764.2 g/mol
- Highest occupied orbital energy (alpha / beta): -12.835 / -12.836 eV
- Energy relative to the best compared isomer or geometry (same formula, charge and spin): 17.2 kcal per mole
- E_tot: -159138.155 eV
- F_max: 0.069 hartree/bohr
- Total charge: +2
- <S²>: 8.906
- Orbital gap (alpha / beta): 5.7 / 5.0 eV
- Lowest unoccupied orbital energy (alpha / beta): -0.2621 / -0.2867 hartree
- Multiplicity: 6



Density functional theory data (ωB97M-V/def2-TZVPD) for a molecular structure, C4H7FeO3 at a distorted geometry.

```
15
Properties=species:S:1:pos:R:3:nbo_charge:R:1
H -1.261 -0.376 -2.509 0.100
O 0.910 0.320 -0.348 -0.461
C 0.173 0.237 0.726 1.045
O -1.033 0.468 0.783 -0.807
O 0.878 -0.213 1.730 -0.433
C 0.181 -0.648 2.901 -0.269
H -0.421 0.173 3.306 0.210
H -0.460 -1.504 2.660 0.206
H 0.958 -0.939 3.612 0.233
C 0.297 0.786 -1.566 -0.024
H 0.533 1.833 -1.773 0.230
C 0.224 -0.190 -2.602 -0.570
H 0.804 -1.111 -2.457 0.275
H 0.345 0.228 -3.607 0.271
Fe -2.130 0.934 -0.856 0.995
```

Properties
- M: 158.9 g/mol
- Highest occupied orbital energy (alpha / beta): -11.925 / -15.620 eV
- Energy relative to the best compared isomer or geometry (same formula, charge and spin): 4.3 kcal per mole
- E_tot: -44779.118 eV
- F_max: 0.060 hartree/bohr
- Total charge: +1
- <S²>: 12.007
- Orbital gap (alpha / beta): 8.1 / 9.5 eV
- Lowest unoccupied orbital energy (alpha / beta): -0.1416 / -0.2233 hartree
- Multiplicity: 7



Density functional theory data (ωB97M-V/def2-TZVPD) for C2H3ClS2 in the gas phase at a distorted geometry.

```
8
Properties=species:S:1:pos:R:3:nbo_charge:R:1
C -1.597 -0.218 0.380 -0.760
C 1.295 0.314 -0.291 -0.468
S -3.104 -0.513 0.059 0.400
S -0.421 0.626 -0.914 0.228
Cl 1.724 -1.468 -0.587 -0.101
H -1.249 -0.109 1.410 0.251
H 1.920 1.022 -0.791 0.233
H 1.433 0.344 0.734 0.216
```

Properties
- M: 126.6 g/mol
- Highest occupied orbital energy (alpha / beta): -7.062 / -9.399 eV
- Energy relative to the best compared isomer or geometry (same formula, charge and spin): 0.0 kcal per mole
- E_tot: -36311.944 eV
- F_max: 0.111 hartree/bohr
- <S²>: 2.006
- Orbital gap (alpha / beta): 7.8 / 6.5 eV
- Lowest unoccupied orbital energy (alpha / beta): 0.0269 / -0.1050 hartree
- Multiplicity: 3



Density functional theory data (ωB97M-V/def2-TZVPD) for a molecular structure, C7H15NO at a distorted geometry.

```
24
Properties=species:S:1:pos:R:3:nbo_charge:R:1
C -0.595 -0.036 -0.568 0.237
C -2.395 0.927 -0.896 -0.634
C -0.892 -1.509 -0.712 -0.680
C 0.273 0.549 -1.655 -0.648
C 2.439 0.773 0.728 -0.698
N -0.498 0.555 0.660 -0.143
C 1.296 -0.110 1.095 0.141
C 1.371 -1.159 1.902 -0.491
O -1.359 -0.009 1.597 -0.568
H -1.278 0.600 2.346 0.481
H -3.104 0.463 -0.217 0.201
H -2.276 1.993 -0.730 0.196
H -2.586 0.675 -1.937 0.180
H -1.498 -1.889 0.109 0.233
H -1.425 -1.681 -1.650 0.222
H 0.043 -2.074 -0.745 0.214
H 0.524 1.589 -1.444 0.228
H -0.254 0.506 -2.612 0.228
H 1.188 -0.035 -1.772 0.206
H 2.838 0.538 -0.263 0.222
H 3.271 0.674 1.440 0.223
H 2.135 1.825 0.729 0.228
H 2.276 -1.387 2.471 0.205
H 0.507 -1.779 2.125 0.216
```

Properties
- M: 129.2 g/mol
- Highest occupied orbital energy: -7.586 eV
- Energy relative to the best compared isomer or geometry (same formula, charge and spin): 148.2 kcal per mole
- E_tot: -11034.246 eV
- F_max: 0.117 hartree/bohr
- Orbital gap: 8.4 eV
- Lowest unoccupied orbital energy: 0.0315 hartree
- Multiplicity: 1



Density functional theory data (ωB97M-V/def2-TZVPD) for 2 unconnected molecules or ions with the total composition C2H3N5O at a distorted geometry.

```
11
Properties=species:S:1:pos:R:3:nbo_charge:R:1
N -0.049 2.714 -0.368 -0.681
C 0.246 1.612 -0.004 0.690
N 0.831 0.613 0.471 -0.617
C 0.638 -0.752 -0.182 0.772
N 1.716 -1.500 -0.020 -0.808
O -0.402 -1.309 -0.558 -0.625
H -0.944 3.337 -0.129 0.443
H 2.423 -1.077 0.510 0.393
H 1.599 -2.693 0.087 0.430
N -3.250 -0.986 0.101 0.016
N -2.806 0.042 0.093 -0.014
```

Properties
- M: 113.1 g/mol
- Highest occupied orbital energy: -10.032 eV
- Energy relative to the best compared isomer or geometry (same formula, charge and spin): 17.4 kcal per mole
- SMILES: N=C=NC(N)=O.N#N
- E_tot: -11620.077 eV
- F_max: 0.102 hartree/bohr
- Orbital gap: 10.7 eV
- Lowest unoccupied orbital energy: 0.0257 hartree
- Multiplicity: 1



Density functional theory data (ωB97M-V/def2-TZVPD) for 2 unconnected molecules or ions with the total composition C2H3ClO2P at a distorted geometry.

```
9
Properties=species:S:1:pos:R:3:nbo_charge:R:1
C -2.352 -0.379 0.305 -0.569
C -1.549 0.236 -0.517 -0.044
O 2.867 0.915 1.404 -1.110
O 2.973 1.177 -1.111 -1.108
P 2.432 0.460 0.059 1.776
Cl 2.946 -1.669 -0.010 -0.503
H -3.448 -0.415 0.254 0.196
H -1.945 -1.042 1.059 0.210
H -1.923 0.718 -1.443 0.151
```

Properties
- M: 125.5 g/mol
- Highest occupied orbital energy (alpha / beta): -3.498 / -5.530 eV
- Energy relative to the best compared isomer or geometry (same formula, charge and spin): 97.3 kcal per mole
- E_tot: -28028.689 eV
- F_max: 0.037 hartree/bohr
- Total charge: -1
- Orbital gap (alpha / beta): 5.9 / 8.9 eV
- Lowest unoccupied orbital energy (alpha / beta): 0.0885 / 0.1225 hartree
- Multiplicity: 1



Density functional theory data (ωB97M-V/def2-TZVPD) for a molecular structure, C35H48GeIrO6P2S5 at a distorted geometry.

```
98
Properties=species:S:1:pos:R:3:mulliken_spin:R:1
Ir -0.176 0.353 -0.121 0.785
C 1.070 2.590 3.586 -0.001
C 2.052 1.548 3.105 0.006
C 2.103 0.310 3.969 -0.001
O 1.623 1.106 1.764 0.052
P 2.394 1.371 0.414 -0.001
O 1.836 0.356 -0.566 0.053
C 2.085 3.075 -0.093 0.001
P 0.402 3.294 -0.739 -0.016
O -0.601 2.651 0.166 -0.004
O 0.569 2.601 -2.135 0.013
C -0.468 2.675 -3.171 0.000
C 0.062 3.518 -4.306 0.003
C -0.775 1.246 -3.552 0.018
O 0.160 4.790 -1.102 0.001
C -0.580 5.799 -0.317 0.000
C -2.065 5.553 -0.467 0.000
C -0.103 5.815 1.119 0.000
O 3.913 1.284 0.679 0.000
C 4.629 -0.039 0.695 0.000
C 5.206 -0.255 -0.681 0.000
C 5.656 0.060 1.793 0.000
H 1.335 2.903 4.596 0.000
H 0.061 2.176 3.605 -0.001
H 1.072 3.472 2.945 0.001
H 3.052 1.974 2.996 0.002
H 1.105 -0.119 4.075 0.001
H 2.478 0.567 4.959 0.000
H 2.759 -0.443 3.532 0.001
H 2.787 3.344 -0.884 0.000
H 2.256 3.726 0.767 0.000
H -1.352 3.143 -2.725 0.006
H 0.973 3.075 -4.709 0.000
H 0.279 4.531 -3.970 0.000
H -0.678 3.569 -5.105 0.000
H 0.096 0.769 -4.003 0.000
H -1.604 1.206 -4.260 -0.003
H -1.053 0.673 -2.660 0.046
H -0.297 6.723 -0.816 0.000
H -2.341 4.601 -0.013 0.000
H -2.351 5.553 -1.518 0.000
H -2.614 6.351 0.033 0.000
H -0.362 4.883 1.626 0.000
H -0.590 6.633 1.650 0.000
H 0.973 5.983 1.173 0.000
H 3.879 -0.799 0.927 -0.001
H 5.942 0.515 -0.914 0.000
H 4.423 -0.254 -1.439 0.000
H 5.701 -1.226 -0.709 0.000
H 6.340 0.887 1.605 0.000
H 6.233 -0.864 1.824 0.000
H 5.186 0.200 2.767 0.000
C -4.608 -2.959 -0.981 0.000
S -5.880 -2.328 0.124 0.000
C -5.807 -0.671 0.306 0.000
C -4.719 0.277 -0.038 -0.001
S -3.296 -0.169 -0.671 0.012
S -5.054 1.925 0.393 0.000
C -6.611 1.693 1.147 0.001
S -7.513 2.838 1.801 -0.002
S -7.154 0.006 1.101 0.000
H -4.963 -3.973 -1.171 0.000
H -3.641 -2.983 -0.482 -0.001
H -4.571 -2.391 -1.905 0.000
C -3.468 -3.617 2.882 0.000
C -2.773 -4.508 2.075 0.000
C -1.824 -4.037 1.176 -0.003
C -1.543 -2.674 1.065 -0.033
C -2.230 -1.799 1.906 0.014
C -3.194 -2.257 2.800 0.004
Ge -0.212 -2.055 -0.267 0.070
C -0.694 -2.910 -1.967 -0.011
C -1.544 -2.313 -2.897 -0.013
C -1.900 -2.964 -4.072 0.000
C -1.407 -4.235 -4.334 0.000
C -0.560 -4.845 -3.421 0.000
C -0.205 -4.186 -2.251 -0.003
C 1.518 -2.776 0.303 0.001
C 1.758 -3.082 1.641 -0.002
C 3.001 -3.549 2.054 0.002
C 4.018 -3.729 1.126 -0.002
C 3.792 -3.427 -0.211 0.001
C 2.555 -2.943 -0.616 -0.005
H -4.200 -3.982 3.591 0.000
H -2.966 -5.571 2.151 0.000
H -1.300 -4.747 0.543 0.000
H -2.003 -0.734 1.886 0.020
H -3.706 -1.560 3.454 0.000
H -1.932 -1.317 -2.721 -0.011
H -2.550 -2.476 -4.789 0.000
H -1.675 -4.743 -5.251 0.000
H -0.170 -5.834 -3.621 0.000
H 0.471 -4.674 -1.557 0.000
H 0.967 -2.967 2.375 -0.001
H 3.166 -3.797 3.095 0.000
H 4.978 -4.117 1.441 0.000
H 4.578 -3.579 -0.942 0.000
H 2.395 -2.714 -1.664 0.000
```

Properties
- M: 1051.9 g/mol
- Highest occupied orbital energy (alpha / beta): -12.947 / -12.900 eV
- Energy relative to the best compared isomer or geometry (same formula, charge and spin): 15.8 kcal per mole
- E_tot: -181456.387 eV
- F_max: 0.026 hartree/bohr
- Total charge: +2
- <S²>: 0.756
- Orbital gap (alpha / beta): 4.4 / 4.4 eV
- Lowest unoccupied orbital energy (alpha / beta): -0.3124 / -0.3122 hartree
- Multiplicity: 2



What did the third record say?
Density functional theory data (ωB97M-V/def2-TZVPD) for a molecular structure, C4H7FeO3 at a distorted geometry.

```
15
Properties=species:S:1:pos:R:3:nbo_charge:R:1
H -1.261 -0.376 -2.509 0.100
O 0.910 0.320 -0.348 -0.461
C 0.173 0.237 0.726 1.045
O -1.033 0.468 0.783 -0.807
O 0.878 -0.213 1.730 -0.433
C 0.181 -0.648 2.901 -0.269
H -0.421 0.173 3.306 0.210
H -0.460 -1.504 2.660 0.206
H 0.958 -0.939 3.612 0.233
C 0.297 0.786 -1.566 -0.024
H 0.533 1.833 -1.773 0.230
C 0.224 -0.190 -2.602 -0.570
H 0.804 -1.111 -2.457 0.275
H 0.345 0.228 -3.607 0.271
Fe -2.130 0.934 -0.856 0.995
```

Properties
- M: 158.9 g/mol
- Highest occupied orbital energy (alpha / beta): -11.925 / -15.620 eV
- Energy relative to the best compared isomer or geometry (same formula, charge and spin): 4.3 kcal per mole
- E_tot: -44779.118 eV
- F_max: 0.060 hartree/bohr
- Total charge: +1
- <S²>: 12.007
- Orbital gap (alpha / beta): 8.1 / 9.5 eV
- Lowest unoccupied orbital energy (alpha / beta): -0.1416 / -0.2233 hartree
- Multiplicity: 7